ORCA calculation (the ωB97M-V functional and the def2-TZVPD basis) on a cluster of 12 separate species, C60H153N9O24 in total in a non-equilibrium geometry.

Calculated values
ΔE to the lowest compared entry with this formula, charge and spin (kcal per mole): 0.00
E_tot (hartree): -4675.8546
E_LUMO (eV): 0.43
Total charge: 0
Orbital gap (eV): 8.59

Cartesian coordinates (Å):
C1 -1.98676 -12.50594 -12.37933
O1 -2.70553 -11.29368 -12.24953
C2 -3.89754 -11.39134 -11.53141
C3 -4.57237 -10.02880 -11.50481
N1 -4.82552 -9.55832 -12.86514
C4 -5.59657 -8.32579 -12.86645
C5 -5.62064 -7.68909 -14.22907
O2 -4.38455 -7.13363 -14.64418
C6 -4.55074 -6.18968 -15.66660
H1 -1.08851 -12.22173 -12.92510
H2 -2.56945 -13.19937 -12.99750
H3 -1.80507 -12.99733 -11.41852
H4 -3.68323 -11.79296 -10.53752
H5 -4.68745 -11.99708 -11.99324
H6 -3.95177 -9.27732 -10.99062
H7 -5.55294 -10.04613 -11.02604
H8 -3.94473 -9.30141 -13.30185
H9 -5.14352 -7.61799 -12.14808
H10 -6.61494 -8.46310 -12.49307
H11 -6.45763 -6.98491 -14.24197
H12 -5.77756 -8.48908 -14.96560
H13 -3.58325 -5.74335 -15.90542
H14 -5.27074 -5.42981 -15.34359
H15 -4.88213 -6.71142 -16.57359
C7 -7.70155 -11.38550 -10.49168
O3 -7.28425 -11.66502 -11.80340
C8 -8.31835 -11.85896 -12.74534
C9 -7.77179 -11.52662 -14.12966
N2 -6.50339 -12.22205 -14.31743
C10 -5.86046 -11.88851 -15.57844
C11 -4.36792 -12.19962 -15.49786
O4 -3.78996 -12.07281 -16.77698
C12 -2.44271 -12.50764 -16.73184
H16 -7.80602 -10.30734 -10.32724
H17 -6.99743 -11.70328 -9.72144
H18 -8.65328 -11.87652 -10.27030
H19 -9.11162 -11.10655 -12.62662
H20 -8.82692 -12.82332 -12.67164
H21 -7.47823 -10.46828 -14.19045
H22 -8.57357 -11.74992 -14.83367
H23 -5.91109 -11.96328 -13.54138
H24 -6.04947 -10.83070 -15.82611
H25 -6.32255 -12.39581 -16.43100
H26 -4.29663 -13.19854 -15.05311
H27 -3.94511 -11.49315 -14.77478
H28 -1.85479 -11.84793 -16.08898
H29 -2.01614 -12.39725 -17.73331
H30 -2.32942 -13.57396 -16.53036
C13 -4.22513 -3.86068 -7.99637
O5 -3.10996 -4.68045 -8.13344
C14 -3.01537 -5.35924 -9.35658
C15 -4.04879 -6.47930 -9.46327
N3 -3.91243 -7.43926 -8.37113
C16 -4.81154 -8.56943 -8.45615
C17 -6.23461 -8.29810 -7.99766
O6 -6.83414 -9.56355 -7.83394
C18 -8.21979 -9.48365 -7.55680
H31 -5.17560 -4.39905 -7.87981
H32 -4.36983 -3.18548 -8.85100
H33 -4.14205 -3.24818 -7.09949
H34 -2.01567 -5.78777 -9.45239
H35 -3.15582 -4.68824 -10.21242
H36 -4.02171 -7.00412 -10.43248
H37 -5.03323 -5.99542 -9.46470
H38 -2.95116 -7.75194 -8.45224
H39 -4.34229 -9.41387 -7.94839
H40 -4.80404 -8.92903 -9.50358
H41 -6.75147 -7.60329 -8.66741
H42 -6.17726 -7.79177 -7.02490
H43 -8.37038 -8.83385 -6.68688
H44 -8.67038 -10.45318 -7.36129
H45 -8.74143 -9.01802 -8.40149
C19 0.18126 -15.16749 -14.05974
O7 -0.20990 -14.15742 -14.95757
C20 0.84275 -13.41583 -15.55444
C21 1.73046 -14.28689 -16.41647
N4 0.92482 -14.85392 -17.49573
C22 1.57243 -15.90783 -18.27772
C23 2.81466 -15.49099 -19.05640
O8 2.39726 -14.84145 -20.23210
C24 3.44765 -14.54543 -21.11824
H46 0.68027 -15.92758 -14.66815
H47 -0.62102 -15.61377 -13.47818
H48 0.91225 -14.88531 -13.28733
H49 1.44809 -12.98644 -14.74573
H50 0.41539 -12.59001 -16.11935
H51 2.19827 -15.08899 -15.82726
H52 2.58898 -13.70785 -16.76498
H53 0.08263 -15.23093 -17.07721
H54 0.80233 -16.27293 -18.95825
H55 1.88156 -16.79540 -17.70347
H56 3.42013 -16.37865 -19.26627
H57 3.37999 -14.78743 -18.43011
H58 3.02508 -14.26745 -22.08137
H59 4.06338 -15.43367 -21.31014
H60 4.12188 -13.76235 -20.75918
C25 -4.55320 -2.93835 -16.86063
O9 -4.57312 -2.10372 -18.00064
C26 -3.59670 -2.46185 -18.96082
C27 -3.64956 -1.35548 -20.00206
N5 -2.44289 -1.37746 -20.81397
C28 -2.59923 -0.68074 -22.07377
C29 -1.30589 -0.70874 -22.87506
O10 -1.54175 0.04365 -24.05325
C30 -0.38078 0.21659 -24.85574
H61 -4.24864 -3.96262 -17.07501
H62 -5.54361 -2.90480 -16.40628
H63 -3.87176 -2.55651 -16.09346
H64 -3.75278 -3.47876 -19.34238
H65 -2.59047 -2.47836 -18.52494
H66 -3.85015 -0.41495 -19.49103
H67 -4.54116 -1.54019 -20.62169
H68 -2.14642 -2.33052 -20.98116
H69 -2.87904 0.36674 -21.94880
H70 -3.41749 -1.11017 -22.67244
H71 -0.97278 -1.69675 -23.21139
H72 -0.55851 -0.19674 -22.25717
H73 0.28059 0.90716 -24.31916
H74 -0.69864 0.73507 -25.75595
H75 0.09109 -0.75543 -25.01128
C31 -0.86394 -8.56663 -16.06360
O11 -0.34840 -8.53887 -14.75897
C32 -1.29413 -8.98054 -13.77750
C33 -1.34698 -8.03414 -12.61126
N6 -1.84837 -6.71773 -12.95954
C34 -2.01545 -5.80150 -11.82655
C35 -2.96937 -4.68723 -12.22688
O12 -4.30908 -5.14965 -12.20049
C36 -5.24390 -4.08352 -12.11532
H76 -0.03944 -8.33547 -16.74174
H77 -1.62140 -7.78488 -16.20274
H78 -1.28097 -9.52637 -16.38664
H79 -1.08041 -9.99568 -13.43819
H80 -2.25634 -9.00023 -14.30132
H81 -0.34141 -7.87707 -12.19815
H82 -1.88941 -8.47645 -11.75923
H83 -2.65567 -6.73409 -13.57041
H84 -1.02581 -5.38072 -11.62955
H85 -2.35616 -6.39973 -10.97236
H86 -2.70135 -4.30666 -13.21927
H87 -2.87278 -3.83965 -11.53625
H88 -5.14690 -3.33043 -12.89618
H89 -5.23908 -3.75470 -11.07075
H90 -6.22421 -4.56027 -12.20530
C37 -4.68855 -14.68342 -10.63777
O13 -3.70538 -15.47242 -11.25128
C38 -3.05667 -16.36924 -10.35969
C39 -2.17327 -17.33437 -11.13124
N7 -2.81169 -17.71761 -12.39249
C40 -1.83102 -18.49577 -13.16091
C41 -2.16062 -18.54866 -14.64930
O14 -2.11119 -17.21943 -15.12277
C42 -2.38510 -17.09237 -16.50984
H91 -4.38460 -14.00494 -9.83543
H92 -5.54153 -15.30438 -10.33604
H93 -5.07113 -14.08347 -11.46620
H94 -3.87203 -16.91163 -9.86462
H95 -2.47222 -15.81753 -9.61590
H96 -2.00311 -18.20567 -10.49482
H97 -1.18647 -16.85661 -11.22775
H98 -2.89861 -16.85557 -12.92797
H99 -1.72577 -19.52166 -12.79644
H100 -0.83234 -18.04647 -13.06307
H101 -3.14906 -19.00178 -14.78913
H102 -1.43715 -19.20450 -15.14844
H103 -3.14144 -17.79837 -16.86035
H104 -1.46598 -17.28990 -17.07479
H105 -2.69554 -16.05747 -16.63859
C43 -9.56636 -2.06066 -14.20072
O15 -8.85751 -2.75521 -15.18454
C44 -8.38191 -4.03740 -14.79415
C45 -8.15297 -4.86467 -16.05492
N8 -9.39454 -5.23904 -16.70927
C46 -9.27409 -6.21715 -17.80070
C47 -8.12447 -6.05284 -18.82094
O16 -6.88734 -6.40761 -18.24928
C48 -5.83401 -5.97315 -19.08921
H106 -9.01182 -1.92496 -13.26898
H107 -10.57878 -2.44863 -14.02873
H108 -9.79526 -1.07327 -14.61269
H109 -9.11609 -4.52073 -14.14113
H110 -7.49695 -3.94003 -14.15622
H111 -7.64036 -5.77490 -15.72721
H112 -7.44653 -4.42457 -16.76528
H113 -10.02881 -4.49455 -16.94865
H114 -10.20567 -6.09814 -18.35697
H115 -9.25243 -7.18765 -17.29311
H116 -8.18135 -4.96971 -18.98986
H117 -8.35463 -6.70072 -19.66979
H118 -5.81844 -6.57171 -20.00929
H119 -4.83724 -6.15457 -18.68543
H120 -5.88970 -4.91855 -19.37270
C49 -8.23112 -6.37564 -11.09087
O17 -8.45052 -6.65671 -12.47365
C50 -9.37124 -7.71521 -12.56031
C51 -9.47505 -8.10977 -14.02163
N9 -10.44546 -9.20385 -14.17197
C52 -10.62121 -9.59510 -15.55338
C53 -11.39317 -10.90797 -15.70951
O18 -12.77415 -10.58398 -15.64143
C54 -13.57213 -11.72791 -15.56975
H121 -9.11741 -5.88297 -10.68759
H122 -7.39782 -5.68070 -10.98798
H123 -7.93552 -7.28176 -10.55780
H124 -10.36540 -7.48251 -12.15187
H125 -8.99903 -8.59494 -12.01807
H126 -8.52404 -8.61437 -14.21543
H127 -9.62165 -7.26539 -14.70148
H128 -11.31687 -8.95957 -13.71883
H129 -9.70867 -9.74392 -16.13446
H130 -11.19015 -8.85402 -16.13005
H131 -11.17367 -11.56297 -14.85663
H132 -11.15271 -11.43245 -16.63879
H133 -13.25633 -12.58974 -16.16135
H134 -14.65847 -11.64870 -15.66877
H135 -13.60397 -12.10581 -14.53067
O19 0.85247 -4.82409 -18.24273
C55 -0.47303 -4.33876 -18.42100
C56 -1.51731 -4.94239 -17.48304
O20 -1.64512 -4.36623 -16.19527
H136 1.19822 -4.37917 -17.46176
H137 -0.50789 -3.24722 -18.39289
H138 -0.82124 -4.62735 -19.41565
H139 -1.37136 -6.02465 -17.41782
H140 -2.48538 -4.68224 -17.91533
H141 -0.91144 -4.60988 -15.61908
O21 -1.91542 -10.66961 -7.73209
C57 -1.39415 -11.53931 -8.71677
C58 -0.55343 -10.73305 -9.69760
O22 0.60108 -10.17725 -9.10403
H142 -2.66165 -11.09505 -7.30041
H143 -0.82021 -12.38069 -8.29525
H144 -2.16806 -12.15135 -9.20060
H145 -1.18027 -9.96116 -10.15558
H146 -0.23426 -11.41174 -10.49633
H147 1.29377 -10.34536 -9.76456
O23 3.79696 -11.42734 -13.86199
C59 2.72727 -10.51701 -13.63568
C60 1.85357 -10.92553 -12.50102
O24 2.34836 -10.68550 -11.19050
H148 4.45172 -11.04352 -14.44772
H149 3.12121 -9.50382 -13.47904
H150 2.13298 -10.46423 -14.55627
H151 1.53033 -11.96099 -12.66167
H152 0.93261 -10.34556 -12.61748
H153 3.30874 -10.62520 -11.24742

Force components x, y, z for each atom (eV/Å):
-0.8 0.1 -0.6
0.2 0.2 0.0
-1.1 0.5 0.2
0.6 0.7 -0.5
-0.1 -0.2 -0.4
0.8 0.6 0.7
-0.3 -0.9 -0.6
0.4 0.2 1.1
0.1 -0.4 -0.4
0.2 -0.4 0.2
0.2 -0.1 0.0
0.2 0.2 0.0
-0.2 0.1 0.2
0.6 -0.6 -0.2
0.1 -0.3 0.0
0.2 -0.4 0.2
0.1 -0.4 0.1
-0.1 0.2 -0.2
-0.1 -0.4 -0.3
0.2 0.3 -0.2
-0.7 0.0 0.0
0.0 0.1 0.4
0.0 0.1 -0.3
-0.4 0.3 0.0
-0.6 0.2 0.3
0.4 -0.4 0.2
-0.6 1.6 -0.5
1.2 -0.3 1.0
-0.5 -1.1 -0.9
-0.2 0.5 -0.1
-1.3 0.5 0.2
0.4 -0.6 0.4
0.1 0.4 -1.3
-0.2 0.1 -0.2
0.4 -0.3 -0.4
-0.1 0.0 0.0
0.0 0.0 0.4
0.5 -0.4 0.0
-0.8 0.3 0.1
0.4 -0.2 -0.4
0.1 0.2 0.0
0.4 0.2 0.1
0.1 -0.5 0.2
0.4 -0.2 -0.3
0.4 0.0 0.0
0.1 -0.4 0.4
-0.2 0.2 -0.1
-0.1 0.1 0.7
-0.9 0.3 0.0
0.5 0.2 0.4
-0.6 -0.4 0.3
-0.7 -0.2 0.0
0.2 0.9 0.1
0.6 -0.5 -1.5
1.1 0.0 1.0
-0.6 -0.4 -0.4
0.2 0.9 0.0
0.1 -0.3 -0.1
0.2 0.0 -0.1
0.4 -0.1 0.0
0.0 0.4 0.8
-0.1 -0.1 1.1
0.1 0.3 0.1
-0.1 -0.2 0.2
0.0 -0.4 0.5
-0.4 0.2 0.6
-0.6 0.3 0.6
-0.3 -0.3 -0.3
-0.1 0.1 0.1
-0.2 -0.1 0.1
0.4 -0.2 0.0
-0.1 0.0 0.0
1.2 -0.5 -0.2
-1.0 0.5 0.3
0.7 -0.4 1.0
-0.1 -0.4 -0.2
0.7 0.1 -0.2
-0.2 -0.3 0.0
-0.9 0.6 0.4
0.1 0.0 -0.4
0.3 -0.5 -0.2
-0.2 -0.5 0.4
-0.6 0.3 -0.6
0.1 0.7 -0.3
0.1 0.1 -0.1
-0.2 -0.2 -0.1
0.0 0.0 0.3
-0.3 0.2 -0.3
-0.1 0.1 0.0
0.2 0.0 -0.3
-0.1 0.1 0.5
0.1 0.1 -0.1
0.3 -0.2 -0.1
-0.1 0.2 0.1
0.0 -0.1 0.1
-0.1 0.2 0.1
-0.1 0.5 0.6
0.1 -0.7 -0.1
0.2 0.9 0.5
-0.4 -1.2 -0.6
0.1 0.7 0.4
-0.1 -0.6 -0.7
-0.3 0.9 -0.4
-0.2 0.1 -0.3
-0.6 0.5 1.1
-0.2 0.0 -0.2
-0.1 -0.2 -0.2
0.3 0.0 -0.2
-0.3 0.1 -0.3
0.0 0.2 0.2
0.5 0.1 0.0
-0.1 0.1 -0.1
-0.1 0.0 0.0
0.2 0.0 0.4
0.0 -0.1 -0.1
0.0 -0.2 0.6
0.3 -0.3 -0.1
0.4 -0.2 -0.1
0.1 -0.4 -0.2
0.2 0.1 -0.4
0.3 0.4 -0.5
0.2 -0.4 0.5
-0.2 0.3 -0.7
0.3 0.8 0.6
0.1 0.2 -0.5
0.2 -1.1 -1.7
0.2 0.2 0.0
0.1 0.3 -0.5
-0.5 -1.5 0.6
0.0 0.0 0.1
-0.2 -0.1 0.1
-0.1 -0.1 0.3
0.1 0.0 -0.1
-0.2 -0.1 0.3
0.2 -0.2 -0.2
-0.3 -0.3 -0.2
-0.2 -0.3 0.2
0.0 0.2 0.4
0.3 0.4 -0.8
0.0 -0.1 -0.2
0.1 0.1 -0.3
0.3 0.2 0.2
0.2 0.9 -0.2
0.0 0.1 -0.4
-1.0 0.0 -1.2
1.1 0.2 0.3
-1.0 -0.1 -0.1
-0.4 0.5 0.4
1.3 -0.1 -0.1
0.1 -0.2 -0.4
0.0 -0.1 0.8
-0.3 -0.4 -0.2
0.5 0.1 0.4
0.4 -0.3 0.1
0.2 0.0 0.4
-0.1 0.2 0.2
0.2 -0.2 0.3
0.0 0.0 0.1
-0.1 -0.1 -0.1
0.1 -0.1 -0.5
-0.5 0.0 0.1
-0.3 0.0 0.2
0.1 0.0 -0.1
-0.1 0.2 -0.1
0.1 0.2 -0.1
-0.2 0.1 0.1
0.0 0.1 -0.1
-0.1 -0.1 -0.3
-0.6 0.8 -0.4
0.1 -0.2 -0.2
-0.5 0.2 -0.3
0.0 -0.2 0.4
0.1 -0.5 -0.1
-0.1 0.1 0.7
-1.2 0.2 1.6
0.7 0.4 -0.1
0.4 -0.6 -0.8
0.0 -0.2 0.1
0.3 -0.6 0.3
0.4 0.1 0.0
-0.2 -0.2 -0.2
0.4 0.0 -0.3
-0.2 -0.2 -0.1
0.1 0.5 0.3
0.4 0.4 0.1
0.0 -0.5 -0.1
0.1 -0.3 -0.5
0.4 -0.1 -0.9
0.1 0.4 -0.4
-0.3 0.1 -0.2
-0.3 0.0 0.7
-0.3 0.1 0.2
0.4 0.5 -0.6
0.0 0.1 1.0
-0.2 -0.4 -0.9
0.2 -1.3 0.3
0.6 0.3 0.2
-1.0 -0.6 -0.9
-0.2 0.5 0.9
-0.6 0.0 -0.7
-0.7 -1.5 1.8
-0.1 -0.3 0.4
0.0 0.0 -0.2
-0.3 -0.1 0.1
0.1 0.4 0.1
0.0 0.0 0.1
0.2 0.5 -0.5
-0.1 0.2 0.1
-0.2 0.0 -0.4
0.5 0.3 0.7
0.0 0.1 0.0
0.3 -0.1 -0.1
-0.1 0.1 -0.1
0.3 0.3 -0.4
0.2 1.1 -0.9
0.7 -0.1 0.1
-0.3 0.2 0.2
-0.4 -0.3 0.1
-0.1 0.5 -0.1
0.5 0.3 0.4
0.2 -0.1 -0.1
0.0 0.1 0.2
0.4 -0.1 -0.2
-0.1 0.0 -0.1
0.0 -0.5 -0.3
0.0 -0.2 -0.1
-0.2 0.0 0.0
0.4 -0.8 0.0
-0.3 -0.6 -0.1
-0.1 -0.1 -0.1
0.1 0.0 0.1
0.6 0.6 0.4
-0.3 0.8 -0.5
-0.1 0.1 0.1
-0.2 -0.1 -0.1
0.1 0.3 0.4
0.1 -0.5 0.7
0.6 0.7 -1.0
-1.1 0.0 -0.3
0.5 -0.2 -0.5
-0.1 0.2 -0.1
-0.1 0.0 0.2
-0.3 0.0 0.2
0.3 -0.2 0.4
0.1 0.1 0.2
0.0 -0.1 0.2